165
Properties=species:S:1:pos:R:3:mulliken_charge:R:1 method="wB97M-V/def2-TZVPD" homo_ev=-8.66 gap_ev=9.0 fmax_ha_per_bohr=0.02838
H 3.295 5.311 2.195 0.375
C -1.714 3.894 -0.366 0.524
H 3.071 3.595 1.075 0.208
C -3.441 2.815 -6.073 -0.760
H 0.693 -2.393 -0.211 0.302
H -0.168 6.320 1.590 0.409
H -0.932 -2.548 -4.650 0.264
C -2.293 -2.188 -8.462 -0.573
H -5.493 3.199 5.597 0.366
C 4.062 -2.307 6.449 -0.965
O 3.991 4.729 2.542 -0.616
H -0.517 -0.444 -2.835 -0.234
H -4.596 3.023 3.281 0.470
H -1.307 1.144 -2.364 -1.582
C -1.616 1.488 -3.351 0.549
C -2.396 5.199 -0.733 -1.425
O -0.165 1.425 1.659 0.845
C 2.672 3.688 5.594 -0.522
H 3.654 -1.763 -5.920 0.318
C 6.582 -4.863 5.385 -0.726
H -2.088 3.005 -0.895 -0.008
H -2.341 1.374 5.921 0.180
H 1.609 1.642 0.584 0.450
H -2.176 5.494 -1.756 0.359
H 4.730 -4.069 4.742 0.141
C -0.514 0.770 6.129 -0.479
H 5.000 -0.529 5.783 0.457
H -0.641 3.902 -0.606 0.134
C -3.868 0.277 -8.639 -0.697
H 1.564 -1.631 -5.627 -0.060
H 1.169 -0.049 -0.969 0.189
H 3.483 2.682 2.552 -0.238
H 7.356 -4.593 6.120 0.412
H 8.940 -5.910 4.737 0.300
H 1.085 2.773 -4.494 0.324
H 0.224 0.082 5.723 0.014
H 1.954 -0.532 -4.202 -0.088
H -1.941 5.961 -0.093 0.248
C -3.800 -2.130 -8.146 -0.882
H -0.383 -0.371 -8.770 0.346
H 0.087 0.669 -4.432 -0.341
O -3.660 2.684 6.500 -0.527
H -2.217 2.391 -3.290 0.998
H 0.749 -5.164 0.048 0.368
C 0.738 5.785 1.308 -0.282
H 3.162 -2.897 6.229 0.415
H -1.703 -0.954 -4.990 -0.017
H -2.048 -3.264 -8.462 0.453
H -4.416 3.303 -6.190 0.448
H -4.724 -1.200 -9.699 0.305
H -0.882 -0.673 0.867 -0.614
H -4.767 -0.973 -2.352 0.156
H -2.010 -1.846 -9.466 0.473
O -4.391 -5.126 0.841 -0.574
C 0.304 0.243 -0.360 0.887
H 0.547 1.351 3.625 -0.294
H 0.673 4.767 1.695 -0.028
C -1.004 -1.330 -2.414 0.330
H -3.445 5.176 -0.448 0.376
C 4.069 -1.070 5.570 -0.145
O 3.945 -1.405 4.210 -0.185
H -3.500 0.116 -6.536 -0.425
C 0.325 -4.285 -0.444 -0.541
H 3.230 -0.443 5.897 -0.038
H 4.782 3.177 1.471 0.254
C 2.142 -1.472 -4.713 0.233
O 1.878 -3.305 3.580 -0.644
H -2.911 -3.765 0.333 -0.206
N -0.489 -0.951 -0.032 0.973
H -4.261 4.410 5.498 0.272
H -2.983 3.381 3.959 0.108
H 8.303 -6.808 3.364 0.259
H 1.838 -2.335 -4.112 0.194
H -4.240 -3.085 -8.432 0.480
H 3.025 0.227 3.275 -0.074
O 7.058 -5.293 4.151 -0.283
H -2.676 -2.361 -5.087 0.214
H 1.908 4.138 6.234 0.304
H -3.675 -5.666 1.182 0.327
C -3.923 2.846 4.113 -0.387
C -3.865 -4.145 -0.040 0.122
H -0.834 1.932 -5.319 0.492
O -6.434 -1.698 -1.341 -0.538
H -3.470 2.219 -5.158 0.231
H 0.394 -1.898 -8.271 0.343
C 3.976 -0.315 3.338 -0.682
N -4.548 -1.023 -8.718 -0.399
H 4.681 1.126 -0.048 0.229
H 3.963 -0.036 -2.157 0.337
H 4.219 -0.650 2.327 0.397
H -0.093 -3.067 3.134 0.300
H -0.236 1.036 -0.895 -1.415
H 2.835 2.049 6.592 0.217
C -1.569 -1.124 -1.014 0.151
H -6.128 -1.447 -3.383 0.443
H 6.081 -2.997 4.437 0.177
H 1.411 0.111 1.487 -0.695
O -3.158 2.018 -7.209 -0.394
H -3.073 -1.477 1.853 0.036
C 0.821 -2.479 3.154 0.177
H -2.298 0.056 2.104 -0.293
N 5.305 -3.060 6.462 -0.452
C 8.021 -6.301 4.285 -0.756
H -2.317 -0.325 -1.032 0.088
C 3.994 1.030 -1.909 -0.619
O -1.814 0.627 5.594 -0.496
C -2.890 -0.717 2.616 0.287
H -4.047 2.944 7.341 0.270
O -1.910 3.658 1.026 -0.546
H -3.687 1.783 4.139 -0.193
H 2.559 3.994 4.559 0.052
H -3.695 -4.581 -1.030 0.233
H -4.389 0.921 -9.349 0.462
O 1.228 -3.206 -0.360 -0.616
O 0.410 2.625 -3.821 -0.630
H -2.824 0.206 -8.965 0.182
H 3.934 -1.899 7.456 0.457
H -3.829 -0.238 2.902 0.332
H 0.160 -4.615 -1.485 0.218
H 1.203 2.648 2.644 -0.300
C 0.298 2.061 2.833 0.009
H 4.877 1.525 -2.319 0.396
O -2.122 -1.740 -3.167 -0.191
O 3.863 1.261 -0.527 -0.269
C 3.809 3.474 1.870 0.021
H 1.057 -2.024 2.186 -0.008
O 1.848 6.482 1.902 -0.574
H -2.670 3.580 -6.005 0.267
H -0.254 -2.130 -2.368 0.320
O 3.544 -1.587 -4.985 -0.549
C -1.837 -1.945 -4.535 -0.499
H 4.742 0.434 3.578 0.456
O -1.499 -1.556 -7.488 -0.140
C -0.273 -1.087 -7.947 -0.762
H -4.569 -3.319 -0.122 0.027
H 3.649 4.032 5.942 0.296
H 6.004 -5.650 5.896 0.336
H -0.509 0.621 7.219 0.422
H -0.146 1.796 6.024 0.279
H -4.994 1.000 -6.962 0.377
C -5.577 -1.698 -2.470 -0.505
H -2.094 -0.648 4.392 0.369
H 0.614 -1.646 3.844 -0.070
C -0.470 1.608 -4.340 0.351
H 1.603 7.407 1.932 0.307
H 7.656 -7.100 4.946 0.300
H -2.058 -2.072 -0.791 -0.470
H -0.450 2.774 3.180 0.185
C -3.946 0.841 -7.228 0.495
H -2.287 0.688 -3.688 -0.077
H 2.679 -2.773 3.679 0.230
O -2.122 -1.285 3.649 -0.465
H -3.903 -2.104 -7.058 0.174
H -0.655 -3.996 -0.053 -0.019
H -5.128 -2.673 -2.658 0.179
C -4.411 3.323 5.475 -0.354
H 0.303 -0.579 -7.173 0.039
H -1.465 2.820 1.222 0.112
O 2.582 2.258 5.688 -0.292
C 5.657 -3.670 5.180 -0.059
H 3.146 1.442 -2.463 0.042
H -7.128 -1.053 -1.482 0.294
H 5.193 -3.810 7.135 0.276
H 0.875 5.694 0.227 0.253
C 0.897 0.871 0.890 -0.269

***

17
Properties=species:S:1:pos:R:3:mulliken_charge:R:1 method="wB97M-V/def2-TZVPD" homo_ev=-11.83 total_charge=+1 gap_ev=8.4 fmax_ha_per_bohr=0.09165 relative_energy_kcal_mol=69.1
H -0.591 0.850 3.135 0.236
C -1.240 0.908 -0.609 -0.943
N -0.057 0.811 2.292 -0.395
H 1.971 -1.481 -2.030 0.293
H -2.293 0.611 -0.534 0.352
H -1.001 1.872 -0.210 0.322
H -1.256 -0.642 1.874 0.390
N 0.469 -0.726 0.628 -0.205
C 0.662 -0.759 -0.650 0.493
H -0.343 -0.131 -2.386 0.395
H 2.103 -2.061 -0.392 0.206
H 0.636 1.049 -1.595 0.322
C -0.127 0.319 -1.365 -0.322
C -0.554 -0.069 1.393 -0.260
H 0.712 1.412 1.929 0.232
H 1.237 -1.257 1.159 0.258
N 1.535 -1.596 -1.070 -0.375

***

10
Properties=species:S:1:pos:R:3:mulliken_charge:R:1 method="wB97M-V/def2-TZVPD" homo_ev=-9.18 gap_ev=10.1 fmax_ha_per_bohr=0.04802 relative_energy_kcal_mol=18.7
H 1.665 0.201 1.064 0.183
N -1.016 -0.788 0.047 -0.434
H -2.029 -0.760 -0.051 0.205
C 1.239 -0.011 -0.005 -0.718
H 1.322 -1.147 -0.243 0.234
H 1.800 0.664 -0.681 0.248
H -1.576 1.741 0.132 0.197
N -0.546 1.539 -0.023 -0.637
H -0.650 -1.754 -0.166 0.189
C -0.207 0.315 -0.073 0.533

***

22
Properties=species:S:1:pos:R:3:mulliken_charge:R:1 method="wB97M-V/def2-TZVPD" homo_ev=-3.61 total_charge=-1 gap_ev=7.4 fmax_ha_per_bohr=0.06431 relative_energy_kcal_mol=21.8
H 0.744 -3.366 -1.198 0.294
H 0.462 2.935 -0.288 0.182
C 0.997 0.779 -0.273 -0.556
H 2.234 2.610 -0.012 0.343
F -2.176 2.397 -0.718 -0.356
P -0.053 -0.173 0.970 1.072
C 0.177 -2.343 -0.906 -0.983
O -2.781 -0.564 -1.120 -0.652
H 1.109 2.034 1.182 0.350
H 0.350 -1.675 -1.747 0.252
H 1.834 -1.553 0.400 0.220
C -2.214 -0.018 -0.217 0.727
H 0.524 -2.514 1.112 0.459
C -1.765 1.299 0.074 -0.547
O 0.383 0.253 2.302 -0.835
H 1.991 0.362 -0.101 0.467
C 1.219 2.197 0.152 -1.161
C 0.673 -1.755 0.423 -0.628
H 0.701 0.752 -1.382 0.233
H -0.952 -2.464 -0.739 0.224
O -1.605 -0.750 0.911 -0.392
H -1.851 1.554 1.176 0.288

***

76
Properties=species:S:1:pos:R:3:mulliken_spin:R:1 method="wB97M-V/def2-TZVPD" homo_ev="-8.06 / -8.06" multiplicity=2 gap_ev="6.0 / 6.1" fmax_ha_per_bohr=0.06527 relative_energy_kcal_mol=20.2
C 4.001 -2.496 -2.746 -0.001
C -1.422 1.966 1.498 0.020
H -0.432 -3.004 7.015 0.000
H 4.875 1.127 2.943 0.000
H -0.609 2.622 -5.242 0.000
O -0.657 -3.826 1.344 0.157
C 3.400 -3.523 -3.457 0.004
H -0.614 2.482 0.996 -0.002
C -0.170 0.266 3.619 0.011
H -3.560 -0.674 1.121 -0.002
H 0.295 -3.348 -2.150 0.000
C -0.420 -2.745 5.965 -0.001
C -1.958 -1.596 -0.473 -0.137
C -3.685 0.847 2.628 -0.003
H 1.596 -4.644 -3.777 0.000
C 0.306 2.854 -4.712 0.000
C -3.339 3.175 -2.825 0.001
C 3.562 1.518 1.297 -0.003
C 1.329 -3.090 -2.330 0.006
H -3.562 2.475 4.012 0.000
N -0.382 -2.090 3.322 0.074
H -5.818 0.884 -3.102 0.000
O -0.699 1.226 4.205 0.007
C -2.017 0.849 0.917 0.009
S -2.028 -2.749 -1.554 -0.080
N 2.033 4.457 -4.273 0.000
C 4.130 0.717 2.275 0.006
H -3.098 4.191 -3.109 0.000
C 3.738 -0.610 2.404 -0.004
H 0.489 4.810 -5.578 0.000
P -1.573 0.214 -0.703 0.152
P 0.936 -1.038 -0.495 0.066
H 3.753 -0.971 -1.267 0.002
C 2.051 2.324 -3.182 -0.001
C -2.725 1.115 -1.754 -0.015
H -5.282 3.212 -3.733 0.000
H -1.466 2.861 -1.834 -0.001
C 1.920 -2.038 -1.632 0.007
C -3.950 0.562 -2.106 0.000
C -0.322 -1.116 4.233 0.003
H -1.462 3.319 3.109 0.000
C 3.271 -1.761 -1.825 0.007
C -0.571 -4.359 2.516 0.019
C 0.880 1.950 -3.828 -0.001
C 0.025 0.236 -1.337 -0.007
C -1.798 2.341 2.792 -0.005
H 2.460 -2.164 1.673 0.000
C 2.578 3.581 -3.435 0.000
C -2.421 2.428 -2.109 0.004
H 2.122 1.626 -0.296 0.005
C -3.092 1.966 3.181 0.009
Pd -0.608 -1.709 1.152 0.631
C 2.595 0.999 0.449 0.011
H 5.047 -2.268 -2.900 0.000
Te -0.028 0.083 -3.449 0.008
C 2.202 -0.326 0.580 0.012
C -0.459 -3.371 3.672 -0.011
C 2.775 -1.131 1.561 0.003
H 2.553 1.653 -2.497 0.001
C -0.367 -1.412 5.586 0.002
H -0.342 -0.610 6.310 0.000
H -4.191 -0.459 -1.835 -0.003
C 2.064 -3.830 -3.241 -0.001
C -4.867 1.317 -2.823 0.000
O 0.396 0.279 2.498 0.020
H 3.976 -4.093 -4.175 0.000
H -0.501 -4.797 5.249 0.001
C -3.093 0.210 1.544 0.001
C -0.459 -3.746 5.003 0.002
H 3.864 2.553 1.199 0.000
O -0.576 -5.550 2.757 0.018
H 3.492 3.895 -2.942 0.000
C -4.563 2.622 -3.180 0.000
C 0.923 4.085 -4.898 0.000
H -4.630 0.484 3.010 0.000
H 4.179 -1.234 3.170 0.000

***

10
Properties=species:S:1:pos:R:3:mulliken_charge:R:1 method="wB97M-V/def2-TZVPD" homo_ev=-8.42 gap_ev=9.1 fmax_ha_per_bohr=0.11205 relative_energy_kcal_mol=99.3
H -0.977 2.071 -1.472 0.245
H 1.478 -0.955 0.571 0.421
H 0.279 -1.463 1.321 0.351
H -1.174 2.497 0.058 0.239
N -0.545 2.334 -0.647 -0.412
C -0.413 -0.296 -0.140 0.838
O -1.486 -0.247 -0.515 -0.352
H 0.597 -2.078 -0.199 0.375
O 0.336 1.409 -0.048 -0.414
C 0.547 -1.262 0.360 -1.290

***

16
Properties=species:S:1:pos:R:3:mulliken_charge:R:1 method="wB97M-V/def2-TZVPD" homo_ev=-8.58 gap_ev=9.1 fmax_ha_per_bohr=0.11870 relative_energy_kcal_mol=94.4
N 0.062 1.324 0.508 0.879
H 0.487 -1.009 2.192 0.157
S -2.733 -1.200 -0.968 -0.401
C -2.612 0.246 -0.559 0.499
H -2.589 2.105 0.338 0.285
C 0.064 0.258 0.019 -0.034
H 0.240 3.236 0.339 0.242
H 2.456 -2.143 -0.557 0.304
H 0.123 -1.563 -1.068 0.261
H 2.684 -0.301 0.023 0.271
C 2.056 -1.021 -0.646 -1.232
S 0.204 -2.038 1.294 -0.168
C 0.580 -1.037 -0.184 0.243
N -2.905 1.300 -0.071 -0.376
H 2.121 -0.597 -1.549 0.415
N -0.236 2.439 0.891 -1.347

***

51
Properties=species:S:1:pos:R:3:mulliken_charge:R:1 method="wB97M-V/def2-TZVPD" homo_ev=-8.12 gap_ev=8.5 fmax_ha_per_bohr=0.01059 relative_energy_kcal_mol=55.5
H 5.701 1.104 -1.200 0.425
H -1.408 -2.488 1.060 0.289
C 2.549 -1.813 -0.713 -0.155
C -3.178 -1.531 0.735 0.076
H 3.447 -2.322 -0.367 0.415
N 6.807 0.390 1.022 -0.722
H -2.883 1.230 -1.434 0.410
H -2.480 -1.178 -1.265 0.563
C 3.044 1.703 -1.502 -0.768
H -2.606 1.807 1.032 0.266
O -4.762 -2.900 -0.463 -0.603
N 1.704 1.494 -1.748 -0.006
C -3.583 1.601 0.570 -0.342
H -3.590 4.071 1.750 0.268
H 5.422 -0.622 -1.002 0.344
O 4.938 -1.684 1.701 -0.597
H -2.479 -3.341 0.158 0.346
H -3.280 -0.990 1.681 0.335
H 3.485 2.677 -1.663 0.435
C 0.178 -1.847 -1.248 -0.421
C -4.250 2.928 0.196 -0.727
H 2.979 -0.830 2.490 0.394
C 2.586 -0.449 -1.049 1.182
C -3.398 0.679 -0.635 -0.858
H 5.047 1.513 1.146 0.456
C 5.070 0.370 -0.687 -1.275
C 3.630 0.549 -1.070 0.548
N -4.474 3.859 1.297 -0.643
C -4.557 -1.983 0.296 0.169
H 7.038 0.604 1.989 0.286
C 1.350 -2.496 -0.815 -1.216
H -4.384 0.413 -1.040 0.322
O 3.441 -0.064 2.111 -0.450
H -0.749 -2.411 -1.319 0.728
C 1.399 0.179 -1.481 -0.188
C 0.184 -0.506 -1.587 -1.435
H -6.372 -1.570 0.423 0.341
H -3.643 3.442 -0.561 0.324
O -5.546 -1.222 0.799 -0.409
H -5.220 2.727 -0.277 0.354
H -4.196 1.103 1.333 0.198
H -1.584 -0.313 -0.012 0.619
C -2.595 -0.592 -0.342 -0.877
H -0.720 -0.004 -1.922 0.550
H 1.061 2.184 -2.094 0.180
C 4.585 -0.530 1.589 0.351
H -5.055 3.415 2.005 0.269
C 5.372 0.521 0.818 0.263
H 7.054 -0.589 0.887 0.295
N -2.390 -2.733 0.969 -0.715
H 1.309 -3.552 -0.559 0.406